1.
ORCA calculation (ωB97M-V/def2-TZVPD) on 2 unconnected molecules or ions with the total composition CH2F3P.

Output
HOMO-LUMO gap = 9.9 eV
structure (SMILES) = F/C=P\F.F
total charge = 0
E_HOMO = -9.97 eV

Structure (XYZ):
```
7
Properties=species:S:1:pos:R:3:nbo_charge:R:1
C -1.487 0.288 0.106 -0.21
F -0.827 1.222 -0.558 -0.31
F 3.142 -1.235 0.328 -0.57
F 0.422 -1.296 -0.642 -0.59
P -1.029 -1.340 0.239 0.93
H 2.582 -0.667 -0.262 0.57
H -2.463 0.580 0.445 0.19
```

***

2.
ORCA calculation (ωB97M-V/def2-TZVPD) on a single C7H8N2 molecule.

Output
HOMO-LUMO gap = 8.4 eV
structure (SMILES) = C=Cn1cccc1N=C
total charge = 0
E_HOMO = -8.01 eV

Structure (XYZ):
```
17
Properties=species:S:1:pos:R:3:nbo_charge:R:1
C 0.071 2.251 0.009 -0.29
C 1.251 1.487 0.026 -0.28
C -1.003 1.400 0.020 -0.01
C 0.921 0.153 0.042 0.25
C -2.619 -1.164 0.024 -0.46
C 2.804 -1.190 -0.005 -0.04
C -1.294 -1.060 0.013 0.01
N 1.546 -1.041 0.056 -0.43
N -0.585 0.116 0.038 -0.35
H 0.012 3.320 -0.022 0.22
H 2.246 1.889 0.038 0.22
H -2.049 1.647 0.009 0.21
H -3.089 -2.130 -0.011 0.21
H -3.274 -0.309 0.066 0.19
H 3.181 -2.201 0.014 0.17
H 3.536 -0.384 -0.090 0.15
H -0.643 -1.923 -0.021 0.23
```

***

3.
ORCA calculation (ωB97M-V/def2-TZVPD) on a molecular structure, C3H6O3Sc.

Output
HOMO-LUMO gap = 8.1 eV
total charge = +1
E_HOMO = -14.13 eV

Structure (XYZ):
```
13
Properties=species:S:1:pos:R:3:nbo_charge:R:1
O 0.580 2.721 1.281 -0.52
C 0.084 1.868 0.554 0.74
C 0.463 0.405 0.798 -0.20
O -0.204 -0.437 -0.130 -0.63
C 0.079 -1.824 0.014 -0.26
Sc -1.501 0.581 -1.474 1.98
H 0.182 0.126 1.825 0.23
H 1.552 0.293 0.682 0.24
H -0.476 -2.359 -0.764 0.20
H 1.155 -2.000 -0.123 0.22
H -0.241 -2.168 1.008 0.22
O -0.645 2.094 -0.475 -0.81
H -1.029 0.700 -3.196 -0.42
```

***

4.
ORCA calculation (ωB97M-V/def2-TZVPD) on a molecular structure, C12H14N8RhS3.

Output
spin multiplicity = 5
HOMO-LUMO gap (alpha / beta) = 6.8 / 6.0 eV
total charge = +1
E_HOMO (alpha / beta) = -10.17 / -11.94 eV

Structure (XYZ):
```
38
Properties=species:S:1:pos:R:3:nbo_charge:R:1
Rh -0.473 -0.487 0.070 0.80
C 3.837 -0.147 -0.615 -0.65
C 2.366 0.182 -0.217 0.22
N 1.556 -0.721 0.444 -0.41
N 1.925 -1.262 1.704 -0.50
C 1.218 -0.743 2.756 0.34
N 1.809 -0.866 3.940 -0.76
S -0.292 0.094 2.391 -0.15
C 1.610 1.324 -0.615 0.12
C 2.322 2.505 -0.951 -0.20
C 1.600 3.585 -1.331 -0.14
C 0.172 3.438 -1.365 -0.24
C -0.485 2.324 -0.874 0.06
N 0.231 1.289 -0.444 -0.43
H 3.795 -0.945 -1.351 0.24
H 4.315 -0.530 0.300 0.22
H 4.279 0.773 -0.989 0.24
H 2.520 -2.132 1.805 0.42
H 2.773 -1.164 4.085 0.42
H 1.354 -0.591 4.804 0.43
H 3.413 2.504 -0.918 0.23
H 2.091 4.458 -1.651 0.23
H -0.396 4.312 -1.701 0.24
H -1.582 2.302 -0.857 0.24
S -1.521 -1.337 -2.165 0.04
C -2.897 -0.668 -1.472 -0.30
S -2.772 0.221 0.002 0.01
C -4.195 -0.657 -2.137 -0.15
C -5.364 -0.316 -1.431 0.22
N -6.327 -0.063 -0.852 -0.16
C -4.241 -0.886 -3.526 0.22
N -4.303 -1.043 -4.687 -0.15
N -2.104 -2.421 1.619 -0.62
N -0.905 -2.398 0.758 -0.62
H -2.348 -1.447 1.767 0.37
H -1.704 -2.758 2.462 0.35
H -1.163 -2.968 -0.052 0.41
H -0.114 -2.762 1.293 0.38
```

***

| no. | M (g mol⁻¹) | DFT total energy (Ha) |
| --- | --- | --- |
| 1 | 102.0 | -680.2207 |
| 2 | 120.2 | -380.9849 |
| 3 | 135.0 | -1104.0775 |
| 4 | 469.4 | -2208.4302 |